1.
Here is a cluster of 40 separate species, H80O40 in total from OMol25. Energies are from ωB97M-V/def2-TZVPD.

Computed properties:
HOMO level ... -0.357 hartree
Net charge ... 0
Molecular weight ... 720.6 g mol⁻¹
Relative energy (zero: lowest compared OMol25 entry of this formula, charge and spin) ... 405.5 kcal/mol
DFT total energy ... -3057.1111 hartree

Structure (XYZ):
```
120
Properties=species:S:1:pos:R:3:lowdin_charge:R:1
H 3.519 4.153 3.030 0.04
H 4.249 3.745 1.849 -0.05
O 3.882 4.461 2.228 0.02
H 0.835 3.228 -5.076 0.07
H -0.319 2.528 -4.282 -0.03
O 0.541 2.417 -4.627 -0.04
H -2.651 0.272 2.786 0.06
H -3.528 0.615 1.682 0.05
O -2.723 0.022 1.816 -0.10
H 3.385 2.922 -4.133 0.12
H 2.449 1.852 -3.442 0.02
O 2.963 2.628 -3.261 -0.05
H -3.997 -1.312 -5.039 -0.01
H -4.951 -0.272 -4.226 0.00
O -4.863 -0.996 -4.807 -0.03
H -0.008 -2.351 5.994 0.08
O -0.034 -1.821 5.156 -0.12
H 3.158 -2.820 5.082 -0.01
O 3.679 -3.218 4.406 -0.07
H 5.327 3.042 -1.809 0.02
H 3.949 2.247 -1.935 0.06
O 4.650 2.679 -1.309 -0.08
H -0.368 -3.662 -3.815 0.00
H 0.469 -2.551 -3.234 -0.09
O 0.202 -3.386 -3.121 -0.01
H 3.438 -0.970 -1.873 0.09
H 2.652 -0.872 -3.054 -0.02
O 2.527 -1.211 -2.202 -0.04
H -2.579 4.646 -0.278 0.01
H -3.283 5.853 -0.426 -0.04
O -3.125 5.116 -0.862 0.04
H 1.030 4.668 -1.421 0.04
O 0.142 4.276 -1.687 -0.08
H -1.029 -2.040 2.052 0.00
H -1.836 -1.251 0.950 0.06
O -1.260 -2.061 1.152 -0.09
H 2.841 5.581 0.145 0.08
H 3.502 4.429 -0.555 0.04
O 2.732 5.044 -0.716 -0.09
H -0.718 2.214 -0.487 0.00
H 0.375 3.095 -0.236 0.05
O -0.207 2.431 0.300 -0.10
H 1.961 0.032 4.126 0.06
H 2.194 0.288 5.617 0.16
O 1.424 0.136 4.935 -0.06
H -5.622 2.273 -1.877 0.07
H -4.263 1.578 -1.971 -0.07
O -4.924 1.943 -2.478 -0.03
H 4.774 1.828 0.316 0.03
H 6.044 1.858 1.355 -0.04
O 5.263 2.101 1.121 0.00
H -2.519 -0.317 -5.906 0.00
O -1.744 0.048 -6.270 0.02
H 0.883 -4.821 4.669 0.04
H 1.703 -3.568 4.170 0.08
O 1.100 -3.918 4.972 -0.14
H 3.141 -3.126 -3.717 0.05
O 2.798 -2.697 -4.586 -0.04
H -1.977 1.442 -3.703 -0.01
H -3.075 2.602 -3.949 0.21
O -2.131 2.091 -4.390 -0.13
H 2.291 -3.711 -0.500 0.20
H 3.266 -5.006 0.304 0.01
O 3.293 -4.142 -0.112 -0.14
H -0.250 -2.662 -0.538 0.03
H -1.672 -3.129 -0.502 0.01
O -1.021 -2.749 -1.090 -0.08
H -3.256 -2.422 3.629 0.02
H -1.850 -2.297 4.502 0.05
O -2.746 -1.858 4.255 -0.11
H 1.634 0.949 0.024 0.06
H 2.439 1.854 1.171 0.02
O 2.458 1.263 0.445 -0.04
H -5.917 2.101 2.441 0.06
H -6.216 0.765 1.532 0.13
O -5.454 1.403 1.908 -0.13
H 1.295 -4.807 2.166 0.03
H 2.708 -5.464 2.244 0.04
O 1.759 -5.659 2.197 -0.06
H -3.815 2.541 4.674 0.06
H -2.637 2.106 4.111 -0.08
O -3.430 2.323 3.833 0.04
H 4.445 0.338 1.625 -0.02
H 3.258 -0.013 2.527 0.04
O 4.263 -0.116 2.447 -0.09
H -2.722 -3.411 -5.082 0.03
H -2.505 -4.563 -3.888 -0.06
O -2.420 -4.159 -4.623 0.06
H -3.660 -2.411 -2.058 -0.03
O -3.255 -2.039 -2.816 -0.05
H -4.986 -2.947 -0.965 0.01
H -3.573 -3.075 -0.303 0.03
O -4.540 -3.236 -0.194 -0.04
H -1.475 0.704 -5.702 -0.05
H 0.665 -1.136 5.209 -0.04
H 2.430 -3.403 -5.001 -0.02
H 4.152 -2.396 4.010 0.09
H -0.377 4.461 -0.897 0.01
H -2.248 -2.009 -2.802 0.06
O -3.150 -4.056 1.870 -0.12
H -2.572 -4.200 2.635 0.03
H -3.952 -4.749 2.008 0.14
O -2.536 0.845 -1.798 -0.08
H -1.769 0.368 -2.076 0.02
H -2.699 0.073 -1.089 0.13
O -0.579 1.155 5.949 0.00
H -0.783 0.375 5.531 -0.03
H -1.320 1.551 5.514 0.01
O 1.387 5.075 2.006 -0.09
H 1.437 5.742 2.794 0.11
H 2.159 4.707 1.704 -0.09
O 0.084 -0.706 -4.341 -0.01
H -0.594 -0.765 -5.034 0.02
H 0.627 0.019 -4.438 -0.02
O 4.596 -3.740 -1.993 -0.04
H 4.716 -4.320 -1.347 -0.06
H 3.685 -3.481 -2.295 0.02
O 0.480 3.890 3.987 -0.11
H 0.821 3.499 4.938 0.13
H -0.412 3.588 4.145 0.00
```

=====

2.
Here is a cluster of 2 separate species, C3H6FIO2 in total from OMol25. Energies are from ωB97M-V/def2-TZVPD.

Computed properties:
HOMO level (spin up / spin down) ... -0.355 / -0.291 hartree
Net charge ... 0
Molecular weight ... 220.0 g mol⁻¹
Relative energy (zero: lowest compared OMol25 entry of this formula, charge and spin) ... 142.4 kcal/mol
DFT total energy ... -665.6990 hartree

Structure (XYZ):
```
13
Properties=species:S:1:pos:R:3:lowdin_charge:R:1
C 2.066 -1.175 0.723 -0.05
C 1.061 -0.130 0.083 -0.22
C -2.541 1.228 -0.995 -0.73
O 0.023 0.309 0.929 -0.16
O -1.208 0.091 0.616 -0.21
F -2.334 2.540 -0.742 -0.09
I -4.020 0.277 -0.030 0.97
H 1.591 -2.158 0.968 0.09
H 2.811 -1.202 -0.094 0.08
H 2.565 -0.705 1.572 0.07
H 0.507 -0.659 -0.700 0.12
H 1.658 0.601 -0.318 0.08
H -2.179 0.983 -2.011 0.06
```

=====

3.
Here is a cluster of 6 separate species, C45H43NOS in total from OMol25. Energies are from ωB97M-V/def2-TZVPD.

Computed properties:
HOMO level ... -0.292 hartree
Net charge ... 0
Molecular weight ... 645.9 g mol⁻¹
DFT total energy ... -2268.6539 hartree

Structure (XYZ):
```
91
Properties=species:S:1:pos:R:3:lowdin_charge:R:1
C -5.760 -2.459 -5.637 -0.08
C -5.515 -2.093 -6.953 -0.09
C -4.361 -1.381 -7.253 -0.10
C -3.477 -1.057 -6.228 -0.46
C -3.723 -1.402 -4.902 -0.27
C -4.882 -2.114 -4.616 -0.01
N -2.838 -1.075 -3.834 0.07
C -2.232 0.212 -3.923 -0.26
C -2.047 0.958 -2.764 0.04
C -1.414 2.197 -2.784 -0.22
C -1.180 2.967 -1.516 -0.09
C 0.192 2.674 -0.894 -0.34
C 1.373 3.298 -1.630 0.02
O 0.987 1.811 -1.552 -0.09
C -1.007 2.731 -4.011 -0.04
C -1.197 2.008 -5.182 -0.09
C -1.788 0.752 -5.129 -0.46
S -1.972 -0.194 -6.617 1.02
H -6.656 -3.014 -5.404 0.10
H -6.199 -2.335 -7.748 0.10
H -4.113 -1.064 -8.251 0.10
H -5.121 -2.424 -3.611 0.10
H -2.118 -1.780 -3.715 0.11
H -2.369 0.568 -1.810 0.12
H -1.204 4.028 -1.728 0.12
H -1.905 2.702 -0.753 0.11
H 0.239 2.655 0.181 0.13
H 2.372 3.148 -1.245 0.09
H 1.374 3.265 -2.711 0.09
H -0.559 3.709 -4.059 0.11
H -0.876 2.417 -6.126 0.10
C 3.029 2.706 2.466 -0.09
C 2.473 3.975 2.564 -0.09
C 2.328 4.572 3.809 -0.10
C 2.737 3.904 4.954 -0.11
C 3.294 2.637 4.856 -0.09
C 3.443 2.041 3.612 -0.09
H 3.152 2.245 1.494 0.10
H 2.155 4.492 1.667 0.10
H 1.898 5.563 3.886 0.10
H 2.625 4.371 5.924 0.09
H 3.613 2.115 5.750 0.10
H 3.881 1.054 3.534 0.09
C 1.237 -3.674 -3.288 -0.09
C 0.191 -3.249 -4.095 -0.10
C -0.530 -4.165 -4.848 -0.09
C -0.202 -5.513 -4.795 -0.09
C 0.848 -5.940 -3.994 -0.10
C 1.567 -5.021 -3.240 -0.10
H 1.793 -2.957 -2.699 0.10
H -0.057 -2.194 -4.143 0.09
H -1.345 -3.828 -5.478 0.10
H -0.763 -6.230 -5.381 0.10
H 1.107 -6.990 -3.957 0.10
H 2.384 -5.356 -2.615 0.10
C 5.314 -2.583 5.250 -0.10
C 4.457 -1.491 5.239 -0.10
C 3.208 -1.594 4.644 -0.10
C 2.815 -2.789 4.057 -0.09
C 3.673 -3.880 4.063 -0.10
C 4.922 -3.777 4.660 -0.10
H 6.287 -2.504 5.717 0.10
H 4.765 -0.558 5.695 0.10
H 2.539 -0.743 4.637 0.09
H 1.840 -2.870 3.594 0.10
H 3.369 -4.810 3.602 0.10
H 5.591 -4.628 4.666 0.10
C -6.048 -4.537 -0.365 -0.10
C -5.212 -4.805 -1.441 -0.10
C -5.504 -5.853 -2.303 -0.10
C -6.630 -6.636 -2.087 -0.10
C -7.462 -6.371 -1.008 -0.10
C -7.172 -5.321 -0.148 -0.10
H -5.823 -3.715 0.303 0.10
H -4.332 -4.197 -1.608 0.10
H -4.853 -6.060 -3.143 0.10
H -6.859 -7.452 -2.760 0.10
H -8.338 -6.983 -0.838 0.10
H -7.822 -5.114 0.692 0.10
C 4.677 8.892 8.087 -0.10
C 5.685 8.689 7.154 -0.10
C 5.540 7.717 6.175 -0.09
C 4.388 6.943 6.129 -0.09
C 3.382 7.143 7.065 -0.10
C 3.526 8.118 8.043 -0.10
H 4.789 9.653 8.848 0.10
H 6.584 9.291 7.190 0.10
H 6.325 7.560 5.446 0.10
H 4.274 6.187 5.364 0.08
H 2.483 6.540 7.033 0.09
H 2.741 8.274 8.772 0.10
```

=====

4.
Here is a structure of composition C30H81N8O11Pb from OMol25. Energies are from ωB97M-V/def2-TZVPD.

Computed properties:
HOMO level ... -0.370 hartree
Net charge ... +1
Molecular weight ... 937.2 g mol⁻¹
DFT total energy ... -2649.6357 hartree

Structure (XYZ):
```
131
Properties=species:S:1:pos:R:3:lowdin_charge:R:1
Pb -4.283 0.480 -1.166 1.63
N -0.405 0.657 -1.159 -0.56
O -1.559 0.285 -1.233 -0.14
O 0.536 -0.069 -1.425 0.01
O -0.197 1.855 -0.770 -0.05
C -2.639 4.404 1.496 -0.03
C -3.119 2.935 1.250 -0.40
C -4.563 2.932 1.590 -0.23
O -5.236 1.729 1.311 -0.30
C -6.380 1.391 2.091 -0.06
N -2.983 2.598 -0.144 -0.01
H -2.841 4.671 2.533 0.08
H -3.131 5.202 0.940 0.09
H -1.567 4.525 1.341 0.07
H -2.592 2.289 1.952 0.13
H -5.164 3.621 0.998 0.14
H -4.714 3.315 2.599 0.14
H -6.434 1.945 3.028 0.10
H -6.350 0.310 2.227 0.08
H -7.324 1.586 1.582 0.09
H -3.254 3.446 -0.622 0.10
H -2.006 2.429 -0.337 0.03
C 5.951 4.035 -1.149 -0.04
C 6.367 3.041 -0.031 -0.45
C 6.205 1.583 -0.505 -0.17
O 4.830 1.287 -0.650 -0.22
C 4.391 -0.023 -0.846 -0.10
N 7.686 3.326 0.422 0.03
H 6.531 3.736 -2.022 0.08
H 6.115 5.101 -0.991 0.08
H 4.935 3.763 -1.434 0.06
H 5.755 3.202 0.856 0.10
H 6.535 0.933 0.305 0.12
H 6.701 1.350 -1.448 0.13
H 4.706 -0.406 -1.817 0.08
H 3.306 -0.124 -0.827 0.07
H 4.893 -0.642 -0.102 0.09
H 7.716 4.278 0.757 0.08
H 7.816 2.773 1.257 0.07
C -2.194 2.097 -3.850 -0.03
C -3.274 1.146 -4.389 -0.45
C -2.936 0.726 -5.822 -0.19
O -3.975 -0.074 -6.421 -0.18
C -3.606 -0.374 -7.758 -0.10
N -3.322 -0.012 -3.565 -0.04
H -2.221 3.072 -4.337 0.09
H -1.186 1.709 -3.998 0.09
H -2.407 2.291 -2.799 0.04
H -4.229 1.672 -4.410 0.14
H -1.983 0.199 -5.808 0.12
H -2.818 1.603 -6.458 0.13
H -4.433 -0.807 -8.321 0.09
H -2.852 -1.160 -7.738 0.09
H -3.304 0.502 -8.332 0.09
H -3.861 -0.652 -4.130 0.09
H -2.358 -0.310 -3.619 0.05
C 3.418 3.863 2.614 -0.06
C 2.348 3.109 1.865 -0.41
C 0.888 3.316 2.464 -0.14
O 0.764 2.716 3.790 -0.21
C -0.575 2.530 4.278 -0.10
N 2.405 3.398 0.433 0.07
H 3.319 3.644 3.678 0.08
H 3.483 4.933 2.415 0.09
H 4.394 3.434 2.387 0.05
H 2.578 2.047 1.952 0.11
H 0.168 2.835 1.802 0.08
H 0.525 4.328 2.642 0.12
H -0.424 2.399 5.349 0.09
H -1.029 1.604 3.926 0.06
H -1.284 3.327 4.055 0.07
H 1.675 2.804 0.065 0.03
H 3.306 3.029 0.164 0.04
C -3.381 -3.618 -0.540 -0.05
C -4.635 -2.824 -0.273 -0.41
C -4.734 -2.008 1.022 -0.15
O -3.841 -0.878 0.925 -0.37
C -2.918 -0.773 1.995 -0.07
N -5.048 -2.081 -1.481 -0.03
H -3.096 -4.422 0.139 0.10
H -2.492 -2.987 -0.528 0.06
H -3.402 -4.067 -1.533 0.08
H -5.349 -3.634 -0.124 0.14
H -4.478 -2.632 1.879 0.14
H -5.754 -1.675 1.211 0.12
H -2.140 -0.084 1.665 0.08
H -2.408 -1.695 2.277 0.10
H -3.360 -0.252 2.844 0.10
H -6.003 -1.751 -1.446 0.07
H -5.054 -2.777 -2.213 0.10
C 1.809 -2.448 -3.238 -0.05
C 0.399 -2.593 -3.972 -0.36
C -0.585 -3.498 -3.094 -0.19
O 0.047 -4.739 -2.894 -0.17
C -0.732 -5.586 -2.061 -0.10
N -0.175 -1.297 -3.990 0.03
H 1.633 -2.260 -2.179 0.05
H 2.541 -1.708 -3.562 0.08
H 2.348 -3.392 -3.162 0.07
H 0.682 -2.992 -4.945 0.14
H -1.565 -3.635 -3.552 0.12
H -0.711 -3.016 -2.125 0.10
H -1.747 -5.643 -2.454 0.07
H -0.901 -5.266 -1.033 0.07
H -0.252 -6.562 -2.007 0.10
H 0.011 -0.871 -3.094 0.02
H 0.449 -0.746 -4.563 0.09
C 4.286 -5.504 5.146 -0.15
O 3.725 -4.264 4.883 -0.21
C 4.632 -3.083 4.974 -0.17
C 3.773 -1.835 4.849 -0.20
N 3.218 -1.833 3.472 -0.04
C 2.416 -0.625 3.230 -0.21
C 1.455 -0.694 2.053 -0.18
O 0.632 -1.880 2.227 -0.21
C 0.048 -2.505 1.026 -0.07
H 4.885 -5.802 4.286 0.08
H 3.525 -6.251 5.374 0.09
H 5.017 -5.488 5.955 0.08
H 5.468 -3.148 4.276 0.12
H 5.092 -3.162 5.959 0.11
H 4.336 -0.930 5.078 0.12
H 3.073 -1.904 5.682 0.12
H 2.651 -2.654 3.315 0.10
H 3.082 0.233 3.133 0.11
H 1.782 -0.411 4.091 0.11
H 1.975 -0.697 1.095 0.10
H 0.747 0.131 1.970 0.11
H 0.836 -2.576 0.277 0.08
H -0.751 -1.869 0.645 0.04
H -0.292 -3.535 1.130 0.08
```